[1]
Entry from the Open Molecules 2025 dataset: a single C21H20ClN3O2 molecule (wB97M-V/def2-TZVPD).

Last column: Löwdin charge in e.
Cartesian coordinates (Å):
1 C -0.7686 -4.0831 0.7311  -0.0303
2 C -1.3040 -2.6638 0.8739  -0.2935
3 N -0.2234 -1.6868 0.9059  0.1188
4 C 0.6653 -1.5128 -0.1026  -0.4412
5 O 0.8923 -2.3182 -0.9814  0.0877
6 C 1.3701 -0.1891 -0.0211  -0.0515
7 C 0.6180 0.9596 0.0025  0.0622
8 C 1.2643 2.2171 0.0180  -0.2067
9 C 0.5011 3.4735 0.0376  -0.1545
10 C -0.8212 3.5493 0.4732  -0.0125
11 C -1.4552 4.7812 0.4546  -0.1492
12 N -0.8785 5.8976 0.0459  0.0537
13 C 0.3789 5.8295 -0.3608  -0.1419
14 C 1.1107 4.6558 -0.3845  -0.0062
15 N 2.5732 2.3282 0.0081  0.1707
16 C 3.3346 1.2250 -0.0196  -0.2043
17 C 4.7390 1.3781 -0.0305  0.0004
18 C 5.5557 0.2853 -0.0638  -0.0946
19 C 4.9976 -1.0055 -0.0877  -0.6585
20 Cl 6.0635 -2.3627 -0.1308  0.6844
21 C 3.6429 -1.2019 -0.0744  -0.0335
22 C 2.7836 -0.0884 -0.0422  -0.0806
23 C -2.2645 -2.2856 -0.2635  -0.2988
24 C -3.5992 -3.0575 -0.2671  -0.1129
25 C -4.6620 -1.9662 -0.4700  -0.1417
26 C -3.8224 -0.7235 -0.7886  -0.1971
27 O -2.6015 -0.9112 -0.1119  -0.1115
28 H -0.0830 -4.2989 1.5466  0.0866
29 H -0.2351 -4.1855 -0.2087  0.0750
30 H -1.5863 -4.7974 0.7591  0.0773
31 H -1.8385 -2.5617 1.8251  0.1553
32 H -0.4028 -0.8789 1.4817  0.1396
33 H -0.4597 0.8983 -0.0353  0.1104
34 H -1.3484 2.6802 0.8347  0.1030
35 H -2.4813 4.8810 0.7848  0.1037
36 H 0.8150 6.7663 -0.6825  0.1044
37 H 2.1343 4.6320 -0.7206  0.1052
38 H 5.1389 2.3795 -0.0120  0.1157
39 H 6.6291 0.3938 -0.0736  0.1041
40 H 3.2242 -2.1950 -0.1083  0.1134
41 H -1.7441 -2.4216 -1.2233  0.1564
42 H -3.6144 -3.7941 -1.0673  0.1168
43 H -3.7464 -3.5741 0.6806  0.1109
44 H -5.2307 -1.8081 0.4457  0.1088
45 H -5.3555 -2.1998 -1.2742  0.1082
46 H -3.6430 -0.6479 -1.8713  0.1260
47 H -4.2622 0.2081 -0.4317  0.1224

Properties
Kohn-Sham gap   0.30444 hartree
Structure (SMILES)   C[C@@H](NC(=O)c1cc(-c2ccncc2)nc2ccc(Cl)cc12)[C@H]1CCCO1
Highest occupied orbital energy   -8.7193 eV
LUMO   -0.0160 Eh
Relative energy (zero: lowest compared OMol25 entry of this formula, charge and spin)   21.9 kJ/mol
Total charge   0

[2]
Entry from the Open Molecules 2025 dataset: a single C4H9NO2 molecule at a distorted geometry (wB97M-V/def2-TZVPD).

Last column: Löwdin charge in e.
Cartesian coordinates (Å):
1 C -1.6374 -0.5548 -0.1950  -0.0915
2 N -0.1978 -0.4876 0.0149  -0.2582
3 C 0.4686 -1.6091 -0.6065  -0.1045
4 C 0.3305 0.7964 -0.3408  -0.1395
5 C 0.5443 1.6394 0.9231  -0.4884
6 O -0.3316 1.9513 1.6787  0.1102
7 O 1.8582 1.7743 1.2121  0.0929
8 H -1.9155 -0.2604 -1.2182  0.0876
9 H -2.0221 -1.5272 0.1045  0.0852
10 H -2.1374 0.1966 0.4221  0.0838
11 H 0.1812 -2.5458 -0.1196  0.0838
12 H 1.5490 -1.5426 -0.5559  0.0825
13 H 0.1512 -1.7627 -1.6501  0.0864
14 H 1.3232 0.6521 -0.7720  0.1160
15 H -0.2053 1.4349 -1.0539  0.1309
16 H 2.0408 1.8451 2.1565  0.1230

Properties
Kohn-Sham gap   0.35073 hartree
Structure (SMILES)   CN(C)CC(=O)O
Highest occupied orbital energy   -8.7664 eV
LUMO   0.0286 Eh
Relative energy (zero: lowest compared OMol25 entry of this formula, charge and spin)   141.2 kJ/mol
Total charge   0

[3]
Entry from the Open Molecules 2025 dataset: a molecular structure, C2CdF6NO3S2 at a distorted geometry (wB97M-V/def2-TZVPD).

Last column: Löwdin charge in e.
Cartesian coordinates (Å):
1 N 0.3548 -0.0209 1.5010  -0.5553
2 S 1.5723 0.8751 0.7975  0.8823
3 O 0.0680 2.1293 -2.7769  -0.5637
4 C 2.3931 -0.3343 -0.3218  -0.8943
5 F 1.8518 -1.5470 -0.3161  0.1268
6 F 3.6753 -0.4563 -0.0086  0.1137
7 F 2.2929 0.1698 -1.5475  0.0666
8 S -1.1529 0.1959 1.0518  0.6091
9 O -1.3980 1.3694 0.1391  -0.5515
10 O -1.9892 0.1882 2.2475  -0.2814
11 C -1.8581 -1.2387 0.0837  -0.6879
12 F -2.2698 -0.8012 -1.0994  0.1447
13 F -0.9466 -2.1803 -0.0615  0.1555
14 F -2.8972 -1.7375 0.7306  0.1599
15 Cd -0.0522 2.3299 -0.8929  1.2756

Properties
Expectation value of S²   0.76
Kohn-Sham gap (spin up / spin down)   0.31923 / 0.30943 hartree
Highest occupied orbital energy (spin up / spin down)   -10.2788 / -10.2210 eV
LUMO (spin up / spin down)   -0.0585 / -0.0662 Eh
Relative energy (zero: lowest compared OMol25 entry of this formula, charge and spin)   0.0 kJ/mol
Total charge   0
Multiplicity   2

[4]
Entry from the Open Molecules 2025 dataset: a molecular structure, C2H2FGdLiO at a distorted geometry (wB97M-V/def2-TZVPD).

Last column: Löwdin charge in e.
Cartesian coordinates (Å):
1 H 0.6622 -1.0509 -2.0532  0.1496
2 C 0.1101 0.7907 -1.2072  -0.0518
3 C 0.5311 -0.4711 -1.1263  -0.2779
4 O 0.4152 -1.1913 -0.0091  -0.5619
5 Li 1.3193 -2.7707 0.1930  0.8434
6 Gd -0.5180 -0.2032 1.8496  1.9251
7 F -0.4420 1.3199 -0.0410  -0.1742
8 H 0.1913 1.5083 -2.0151  0.1477

Properties
Expectation value of S²   20.02
Kohn-Sham gap (spin up / spin down)   0.30738 / 0.28507 hartree
Highest occupied orbital energy (spin up / spin down)   -17.2216 / -17.2310 eV
LUMO (spin up / spin down)   -0.3255 / -0.3482 Eh
Total charge   +2
Multiplicity   9

[5]
Entry from the Open Molecules 2025 dataset: a molecular structure, C5H9F2O3S at a distorted geometry (wB97M-V/def2-TZVPD).

Last column: Löwdin charge in e.
Cartesian coordinates (Å):
1 C 0.6278 -0.0055 -1.4808  -0.0638
2 C 1.6276 1.2323 0.5878  -0.0524
3 C 0.6486 -1.0880 0.7181  -0.3103
4 C 0.5933 0.1573 0.0628  -0.4235
5 C -1.2292 0.8789 0.1977  -0.4300
6 O -2.5057 -0.6461 -1.5688  -0.5471
7 O -2.7446 -1.2823 0.8346  -0.5395
8 O -0.1635 -2.1433 0.1762  -0.0876
9 F -1.3719 1.2691 1.4928  -0.0204
10 F -1.2614 2.0309 -0.5483  -0.0183
11 S -2.8764 -0.2327 -0.1973  0.7234
12 H -0.0820 -0.8507 -1.7427  0.0887
13 H 0.1225 0.8485 -1.8463  0.0442
14 H 1.6762 -0.0787 -1.8272  0.0816
15 H 1.5856 1.3274 1.6640  0.0536
16 H 2.5331 0.5803 0.5827  0.0649
17 H 1.6648 2.2330 -0.0489  0.1241
18 H 0.3895 -1.0055 1.8490  0.1541
19 H 1.7685 -1.4611 0.6122  0.1529
20 H -1.0027 -1.7638 0.4823  0.0055

Properties
Kohn-Sham gap   0.26862 hartree
Highest occupied orbital energy   -3.7849 eV
LUMO   0.1295 Eh
Total charge   -1

[6]
Entry from the Open Molecules 2025 dataset: a gas-phase ion, C3H9N4 (charge +1) at a distorted geometry (wB97M-V/def2-TZVPD).

Last column: Löwdin charge in e.
Cartesian coordinates (Å):
1 N -0.3928 -1.4010 1.2360  0.0645
2 C -0.4778 -0.5619 0.0700  -0.3108
3 C 0.1329 -0.9685 -1.3372  -0.0580
4 C 1.1662 0.1574 -1.5124  -0.1013
5 N 1.1713 1.1124 -0.6546  0.0792
6 N 0.3533 0.6835 0.4014  -0.1362
7 N -0.3973 1.7968 1.0124  0.1728
8 H -1.1318 -2.0323 1.4936  0.0878
9 H 0.4757 -1.8958 1.3934  0.0929
10 H -1.5343 -0.2762 -0.0176  0.1437
11 H -0.4488 -1.2200 -2.2879  0.1445
12 H 0.8898 -1.7955 -1.3653  0.1277
13 H 1.8596 0.0592 -2.2601  0.0951
14 H -0.8020 1.3531 1.8575  0.1658
15 H -1.1870 2.4505 0.6085  0.2187
16 H 0.3228 2.5384 1.3623  0.2135

Properties
Kohn-Sham gap   0.36386 hartree
Structure (SMILES)   N[C@@H]1CC=NN1[NH3+]
Highest occupied orbital energy   -13.6094 eV
LUMO   -0.1363 Eh
Relative energy (zero: lowest compared OMol25 entry of this formula, charge and spin)   384.1 kJ/mol
Total charge   +1

[7]
Entry from the Open Molecules 2025 dataset: a molecular structure, C19H26CeF5O5P at a distorted geometry (wB97M-V/def2-TZVPD).

Last column: Löwdin charge in e.
Cartesian coordinates (Å):
1 Ce 0.1519 -0.3329 -0.4517  1.4449
2 O -2.8134 2.8733 0.5608  0.2481
3 C -1.9472 1.9156 0.6363  -0.4155
4 O -1.0392 1.7365 -0.1779  -0.0093
5 C -2.1436 1.0427 1.8623  -0.0321
6 O -1.6537 -0.2780 1.6688  -0.1213
7 C -2.5861 -1.2169 1.0620  0.0015
8 C -1.8680 -1.4603 -0.2582  -0.6066
9 O -1.9691 -0.5883 -1.1599  0.0166
10 O -0.8931 -2.2608 -0.2420  0.0145
11 H -2.6679 3.4706 -0.1941  0.1832
12 H -3.1894 1.0530 2.1673  0.1646
13 H -1.5459 1.4906 2.6596  0.1681
14 H -3.5790 -0.7894 0.9445  0.1607
15 H -2.6070 -2.1097 1.6803  0.1625
16 F 0.9391 1.7785 1.9461  0.0705
17 C 1.7286 0.7208 2.2791  -0.2107
18 C 1.6340 -0.3784 1.4450  -0.1123
19 C 2.4350 -1.4538 1.7924  -0.2094
20 F 2.3707 -2.5315 0.9830  0.0924
21 C 3.2915 -1.4494 2.8735  -0.1313
22 F 4.0389 -2.4934 3.1605  0.1730
23 C 3.3589 -0.3028 3.6618  -0.1115
24 F 4.1694 -0.2649 4.6817  0.2004
25 C 2.5696 0.8063 3.3651  -0.1345
26 F 2.6321 1.8934 4.1040  0.1700
27 C 0.3877 0.2042 -4.0716  -0.0964
28 C 1.8725 0.5597 -3.9111  -0.4970
29 C 2.6872 0.0501 -5.0946  -0.0806
30 P 2.3966 0.0152 -2.2101  1.0431
31 C 3.2803 -1.6219 -2.1484  -0.5011
32 C 4.4773 -1.8907 -3.0576  -0.0693
33 C 2.2111 -2.7129 -2.2976  -0.0874
34 C 3.5249 1.3282 -1.5470  -0.5128
35 C 2.6672 2.5304 -1.1183  -0.0891
36 C 4.6299 1.7612 -2.5072  -0.0755
37 H -0.0310 0.6831 -4.9565  0.1044
38 H -0.1970 0.5535 -3.2125  0.0457
39 H 0.2523 -0.8749 -4.1759  0.0931
40 H 1.9645 1.6494 -3.8660  0.1097
41 H 2.5777 -1.0270 -5.2155  0.0794
42 H 3.7437 0.2957 -5.0056  0.0800
43 H 2.3094 0.5194 -6.0042  0.1002
44 H 3.6452 -1.6403 -1.1143  0.1050
45 H 4.2085 -1.9092 -4.1094  0.0691
46 H 4.8783 -2.8728 -2.8022  0.1003
47 H 5.2760 -1.1683 -2.9106  0.0722
48 H 1.8502 -2.7786 -3.3252  0.0938
49 H 1.3534 -2.5317 -1.6365  0.0313
50 H 2.6155 -3.6864 -2.0218  0.1082
51 H 3.9627 0.8788 -0.6489  0.1150
52 H 2.3377 3.1055 -1.9849  0.0913
53 H 3.2514 3.1997 -0.4874  0.1033
54 H 1.7820 2.2270 -0.5440  0.0376
55 H 4.2059 2.2048 -3.4093  0.0835
56 H 5.2716 0.9330 -2.7967  0.0670
57 H 5.2528 2.5144 -2.0245  0.0996

Properties
Kohn-Sham gap (spin up / spin down)   0.22329 / 0.22320 hartree
Highest occupied orbital energy (spin up / spin down)   -15.1187 / -15.1186 eV
LUMO (spin up / spin down)   -0.3323 / -0.3324 Eh
Relative energy (zero: lowest compared OMol25 entry of this formula, charge and spin)   62.3 kJ/mol
Total charge   +2